[1]
Below is C20H26Cl3O4PTeY as an isolated structure, with properties calculated with ωB97M-V with the def2-TZVPD basis set.

Computed properties:
**LUMO energy**: -3.4 eV
**Energy relative to the best compared isomer or geometry (same formula, charge and spin)**: 0.107 eV
**Kohn-Sham gap**: 7.6 eV
**F_max**: 0.61 eV/A
**HOMO energy**: -0.404 Eh
**Charge**: +1

Positions of all 56 atoms, in Å:
Y -0.590 -0.633 0.361
C -4.160 2.589 -0.096
C -2.791 2.356 -0.736
C -2.393 3.563 -1.592
C -1.718 2.019 0.287
C -0.355 2.086 -0.052
C 0.645 1.780 0.871
C 0.337 1.384 2.182
C 1.427 1.066 3.164
C -1.013 1.271 2.506
C -2.017 1.580 1.579
H -4.877 2.865 -0.867
H -4.123 3.401 0.633
H -4.548 1.694 0.391
H -2.877 1.485 -1.394
H -2.199 4.438 -0.969
H -3.208 3.809 -2.271
H -1.514 3.371 -2.205
H -0.056 2.333 -1.062
H 1.678 1.808 0.542
H 2.136 0.355 2.740
H 1.017 0.640 4.077
H 1.974 1.974 3.420
H -1.295 0.935 3.494
H -3.047 1.482 1.889
Cl -0.191 -0.980 -7.168
C -0.617 -0.884 -5.499
C 0.383 -0.918 -4.538
C 0.001 -0.836 -3.218
Cl 1.185 -0.881 -1.929
C -1.327 -0.724 -2.786
O -1.604 -0.647 -1.501
C -2.297 -0.691 -3.796
Cl -3.948 -0.544 -3.324
C -1.949 -0.770 -5.133
H 1.422 -1.008 -4.823
H -2.720 -0.743 -5.890
C -1.546 -4.556 -1.151
C -0.744 -4.853 0.095
O 0.126 -3.721 0.348
P 0.287 -3.026 1.783
O 1.087 -1.781 1.412
Te -1.872 -2.356 2.508
O 1.000 -4.007 2.765
C 2.353 -4.510 2.523
C 3.385 -3.595 3.136
H -2.171 -5.410 -1.406
H -0.880 -4.348 -1.990
H -2.192 -3.691 -0.988
H -0.106 -5.727 -0.030
H -1.399 -5.010 0.955
H 2.499 -4.628 1.448
H 2.357 -5.492 2.990
H 3.383 -2.621 2.649
H 4.370 -4.045 3.013
H 3.193 -3.468 4.200

Here are the Löwdin charges for atoms 1 to 8, given in e:
1 Y 1.25
2 C -0.06
3 C -0.37
4 C -0.05
5 C -0.22
6 C -0.07
7 C -0.08
8 C -0.31

---

[2]
Below is C20H26ClMoN as an isolated structure in a non-equilibrium geometry, with properties calculated with ωB97M-V with the def2-TZVPD basis set.

Computed properties:
**Multiplicity**: 3
**LUMO energy (spin up / spin down)**: -8.2 / -8.1 eV
**Energy relative to the best compared isomer or geometry (same formula, charge and spin)**: 0.620 eV
**Kohn-Sham gap (spin up / spin down)**: 5.8 / 6.7 eV
**F_max**: 6.35 eV/A
**HOMO energy (spin up / spin down)**: -0.515 / -0.546 Eh
**Charge**: +2

Positions of all 49 atoms, in Å:
C 2.543 2.471 -3.378
C 1.696 2.218 -4.579
C 2.566 3.895 -2.930
C 3.880 1.811 -3.391
Cl 1.288 1.178 -1.549
H 3.113 4.521 -3.707
H 3.116 4.039 -1.986
H 1.569 4.339 -2.831
H 2.185 2.679 -5.484
H 0.697 2.671 -4.512
H 1.582 1.144 -4.814
H 4.510 2.250 -4.213
H 3.831 0.730 -3.590
H 4.445 1.977 -2.458
C -2.587 0.950 0.854
C -1.613 1.947 1.168
C -0.909 2.269 -0.038
H -1.477 2.459 2.121
C -1.430 1.383 -1.099
C -2.489 0.620 -0.522
H -3.092 -0.068 -1.102
H -3.365 0.614 1.533
H -0.201 3.083 -0.180
H -1.098 1.342 -2.136
C 1.684 -0.920 1.584
C 0.947 -0.311 2.641
C 1.026 1.089 2.472
H 0.537 -0.828 3.526
C 1.805 1.370 1.310
C 2.239 0.100 0.756
H 2.779 -0.106 -0.193
H 1.858 -1.989 1.402
H 0.645 1.844 3.180
H 2.061 2.379 0.931
Mo 0.189 0.383 0.227
C -3.497 -5.417 2.899
C -2.736 -4.203 2.451
C -3.329 -3.277 1.587
C -2.599 -2.197 1.120
N -1.283 -2.001 1.393
C -0.708 -2.904 2.227
C -1.364 -4.019 2.726
H -4.358 -5.150 3.532
H -3.894 -5.970 2.050
H -2.862 -6.080 3.477
H -4.359 -3.364 1.278
H -3.064 -1.479 0.446
H 0.321 -2.764 2.459
H -0.797 -4.710 3.341

Here are the Löwdin charges for atoms 1 to 8, given in e:
1 C -0.38
2 C -0.05
3 C -0.05
4 C -0.05
5 Cl 0.44
6 H 0.16
7 H 0.10
8 H 0.10

---

[3]
Below is C20H26ClN4O4PbS as an isolated structure, with properties calculated with ωB97M-V with the def2-TZVPD basis set.

Computed properties:
**LUMO energy**: 2.8 eV
**Energy relative to the best compared isomer or geometry (same formula, charge and spin)**: 0.000 eV
**Kohn-Sham gap**: 6.6 eV
**F_max**: 0.91 eV/A
**HOMO energy**: -0.141 Eh
**Charge**: -1

Positions of all 57 atoms, in Å:
Pb -0.093 0.227 0.090
C -1.130 -3.202 1.837
O -0.103 -2.240 1.906
C 1.195 -2.795 1.830
C 1.489 -3.540 0.537
O 1.724 -2.643 -0.518
C 1.605 -3.231 -1.791
C 0.169 -3.639 -2.144
O -0.693 -2.674 -1.602
C -2.024 -2.745 -2.065
H -0.895 -4.068 2.471
H -1.301 -3.542 0.810
H -2.036 -2.723 2.200
H 1.336 -3.509 2.656
H 1.876 -1.951 1.944
H 0.646 -4.198 0.297
H 2.379 -4.169 0.686
H 2.271 -4.101 -1.886
H 1.913 -2.460 -2.487
H -0.089 -4.637 -1.755
H 0.079 -3.681 -3.239
H -2.068 -2.603 -3.152
H -2.566 -1.948 -1.557
H -2.475 -3.717 -1.821
N 0.534 4.781 -0.300
C -0.296 3.708 -0.088
S -0.995 2.976 -1.584
N -0.543 3.297 1.088
N -1.226 2.111 1.225
C -2.084 2.060 2.176
C -2.938 0.950 2.499
C -3.672 1.047 3.694
C -4.588 0.100 4.082
C -4.822 -0.991 3.231
C -4.126 -1.123 2.059
C -3.134 -0.182 1.633
O -2.515 -0.371 0.533
H 0.939 4.787 -1.222
H 1.197 4.941 0.445
H -2.214 2.966 2.773
H -3.477 1.896 4.343
H -5.126 0.196 5.016
H -5.557 -1.738 3.510
H -4.306 -1.967 1.402
Cl 1.892 0.854 1.695
N 0.287 1.848 -1.740
C 0.698 1.521 -2.996
C -0.034 1.768 -4.180
C 0.424 1.319 -5.406
C 1.630 0.639 -5.518
C 2.389 0.435 -4.368
C 1.943 0.865 -3.134
H -0.982 2.286 -4.100
H -0.172 1.500 -6.295
H 1.972 0.275 -6.479
H 3.351 -0.060 -4.447
H 2.530 0.711 -2.235

Here are the Löwdin charges for atoms 1 to 8, given in e:
1 Pb 1.17
2 C -0.10
3 O -0.25
4 C -0.21
5 C -0.21
6 O -0.16
7 C -0.18
8 C -0.22

---

[4]
Below is a 8-piece molecular cluster, C20H26FN7 overall in a non-equilibrium geometry, with properties calculated with ωB97M-V with the def2-TZVPD basis set.

Computed properties:
**SMILES**: Fc1ccccc1.CC#N.CC#N.CC#N.CC#N.CC#N.CC#N.CC#N
**LUMO energy**: 0.5 eV
**Energy relative to the best compared isomer or geometry (same formula, charge and spin)**: 2.309 eV
**Kohn-Sham gap**: 10.0 eV
**F_max**: 1.29 eV/A
**HOMO energy**: -0.352 Eh

Positions of all 54 atoms, in Å:
F 16.350 -4.374 7.312
C 15.383 -3.492 6.984
C 14.198 -3.956 6.462
C 13.204 -3.029 6.145
C 13.398 -1.676 6.408
C 14.610 -1.245 6.914
C 15.605 -2.157 7.238
H 14.059 -4.996 6.198
H 12.257 -3.408 5.783
H 12.652 -0.948 6.114
H 14.756 -0.185 7.075
H 16.519 -1.823 7.709
C 11.046 -7.040 7.065
C 11.419 -8.378 6.622
N 11.702 -9.451 6.346
H 11.753 -6.319 6.661
H 11.131 -7.017 8.151
H 10.030 -6.821 6.749
C 12.816 -4.326 9.996
C 11.927 -5.412 10.330
N 11.219 -6.275 10.605
H 13.242 -4.354 8.997
H 13.644 -4.303 10.712
H 12.320 -3.361 10.127
C 17.897 -6.700 8.564
C 18.976 -7.420 7.915
N 19.823 -7.990 7.402
H 18.122 -5.644 8.684
H 17.645 -7.140 9.528
H 16.986 -6.763 7.967
C 10.706 -7.757 2.771
C 11.876 -7.376 3.533
N 12.802 -7.108 4.155
H 10.903 -7.696 1.703
H 9.846 -7.132 3.001
H 10.446 -8.786 3.027
C 15.019 -8.840 6.701
C 14.556 -7.733 7.510
N 14.248 -6.805 8.123
H 15.085 -9.774 7.253
H 16.013 -8.542 6.363
H 14.347 -8.984 5.858
C 12.775 -10.810 9.615
C 13.747 -11.071 10.672
N 14.543 -11.238 11.481
H 11.926 -10.260 10.016
H 12.445 -11.741 9.167
H 13.264 -10.163 8.888
C 17.547 -12.747 10.405
C 17.033 -12.104 9.200
N 16.599 -11.611 8.260
H 16.796 -13.464 10.733
H 17.658 -12.002 11.190
H 18.497 -13.233 10.206

Here are the Löwdin charges for atoms 1 to 8, given in e:
1 F 0.05
2 C -0.29
3 C -0.04
4 C -0.08
5 C -0.10
6 C -0.09
7 C -0.01
8 H 0.09